132
Properties=species:S:1:pos:R:3:forces:R:3 method="wB97M-V/def2-TZVPD" gap_ev=8.90 homo_ev=-8.60 smiles=COCCNCCOC.COCCNCCOC.COCCNCCOC.COCCNCCOC.COCCNCCOC.CO.CO relative_energy_kj_mol=350.76
C 0.867 -6.019 5.095 -0.322 -0.148 -0.035
O -0.401 -6.670 5.242 0.448 0.273 -0.430
C -0.605 -7.696 4.249 -0.901 0.467 -0.021
C -2.152 -7.844 4.051 0.748 -0.273 1.004
N -2.817 -8.213 5.316 0.552 -1.437 0.164
C -2.783 -9.718 5.605 -0.138 2.049 -1.078
C -3.555 -10.030 6.845 -0.024 0.779 0.332
O -2.904 -9.413 7.967 -0.704 -0.504 -0.066
C -3.499 -9.706 9.233 0.701 -0.636 -0.399
H 1.091 -5.306 5.889 -0.554 -0.346 0.458
H 0.887 -5.393 4.203 0.021 -0.291 -0.443
H 1.667 -6.759 5.088 0.161 -0.014 -0.190
H -0.113 -8.603 4.601 -0.136 -0.298 0.012
H -0.152 -7.430 3.294 0.139 0.250 -0.099
H -2.412 -8.578 3.288 0.204 0.040 -0.173
H -2.542 -6.867 3.764 0.083 0.013 -0.191
H -2.197 -7.792 5.993 -0.369 0.234 0.704
H -1.767 -10.111 5.630 0.112 -0.152 0.040
H -3.339 -10.142 4.769 0.171 -0.366 -0.070
H -3.705 -11.108 6.901 0.351 -0.286 0.574
H -4.546 -9.603 6.692 -0.246 0.210 0.278
H -3.276 -10.739 9.500 0.026 -0.305 0.030
H -4.585 -9.625 9.267 -0.079 0.485 -0.204
H -3.004 -9.098 9.990 -0.246 0.256 -0.201
C 9.341 2.354 -2.679 0.480 0.687 -0.024
O 8.627 1.557 -1.828 -1.240 -1.664 1.411
C 7.797 2.189 -0.891 -1.209 0.080 0.697
C 6.923 1.174 -0.087 1.508 0.027 -0.523
N 5.903 1.817 0.731 -0.493 -1.323 -0.180
C 5.186 0.742 1.463 -1.530 0.786 0.879
C 4.012 1.394 2.308 1.170 -0.423 -1.411
O 4.563 2.263 3.249 -0.697 1.374 0.729
C 4.996 1.647 4.450 1.032 -0.735 -1.621
H 8.678 2.976 -3.281 0.011 0.122 -0.330
H 9.941 1.681 -3.291 -0.007 0.272 -0.144
H 9.985 3.001 -2.083 0.392 0.318 -0.207
H 7.155 2.950 -1.335 -0.336 -0.111 -0.558
H 8.313 2.765 -0.123 0.868 0.036 0.040
H 7.610 0.621 0.553 0.423 -0.132 0.259
H 6.548 0.370 -0.720 -0.587 0.452 -0.336
H 6.373 2.380 1.425 -0.056 0.257 0.144
H 5.816 0.167 2.142 0.411 -0.068 0.024
H 4.743 0.019 0.778 0.081 0.157 -0.297
H 3.296 0.720 2.779 0.252 -0.575 0.039
H 3.443 1.956 1.568 -0.007 0.426 0.233
H 5.820 1.023 4.103 0.471 -0.377 0.641
H 4.267 0.942 4.850 -0.339 0.458 0.451
H 5.427 2.393 5.117 -0.607 -0.046 0.080
C -3.038 3.049 5.195 -0.047 -1.839 0.007
O -2.381 3.623 6.302 -0.189 1.486 -1.276
C -1.886 4.902 5.912 0.780 0.691 1.101
C -1.460 5.702 7.164 -1.268 -0.481 -0.568
N -2.633 6.234 7.899 1.413 -1.279 -0.532
C -2.133 6.706 9.158 -1.231 -0.328 1.060
C -3.288 6.932 10.139 0.130 -0.037 0.077
O -4.064 5.745 10.457 0.174 0.762 -0.283
C -5.206 6.109 11.242 0.808 0.088 0.476
H -3.611 2.214 5.597 -0.316 0.152 -0.044
H -2.368 2.572 4.480 0.687 0.061 0.013
H -3.667 3.657 4.544 -0.235 0.704 0.654
H -2.601 5.491 5.336 -0.592 -0.097 0.123
H -1.031 4.840 5.239 0.343 -0.478 -0.061
H -0.801 6.534 6.915 0.392 -0.022 -0.367
H -0.924 5.029 7.832 -0.012 -0.032 -0.044
H -3.008 7.002 7.360 -0.163 0.173 0.053
H -1.475 7.567 9.042 -0.266 0.784 0.246
H -1.466 6.022 9.680 -0.120 -0.762 -0.505
H -3.958 7.702 9.757 -0.174 0.143 -0.016
H -2.769 7.312 11.019 -0.443 0.138 0.593
H -5.728 5.267 11.697 0.372 -0.514 -0.562
H -5.953 6.690 10.703 0.155 0.197 -0.254
H -4.833 6.661 12.105 -0.197 0.486 0.110
C -5.075 0.216 -4.866 -1.368 -0.853 0.407
O -4.904 1.451 -5.441 0.880 0.581 -0.613
C -4.105 2.337 -4.666 -0.096 0.924 -2.134
C -4.052 3.581 -5.607 0.177 0.605 1.623
N -5.364 4.217 -5.708 0.970 0.421 0.692
C -5.346 5.311 -6.699 -1.471 -1.669 -1.206
C -6.792 5.817 -6.900 0.895 0.268 0.687
O -6.877 6.640 -8.029 -0.149 0.825 -0.367
C -8.085 7.406 -8.121 0.390 -0.530 -0.435
H -4.166 -0.293 -4.546 0.204 0.188 0.153
H -5.599 -0.438 -5.563 0.184 0.033 -0.275
H -5.792 0.362 -4.059 0.203 -0.472 0.728
H -3.080 1.979 -4.568 0.083 -0.367 0.173
H -4.558 2.480 -3.685 -0.010 0.391 0.041
H -3.622 3.323 -6.574 -0.167 -0.611 -0.307
H -3.344 4.324 -5.240 0.048 0.067 0.460
H -5.950 3.445 -5.993 -0.610 0.334 -0.388
H -5.078 4.800 -7.624 0.324 0.477 -0.683
H -4.632 6.123 -6.553 -0.079 -0.181 0.634
H -7.031 6.394 -6.006 -0.407 0.004 0.219
H -7.462 4.962 -6.983 -0.172 -0.163 0.057
H -7.941 8.238 -8.811 0.398 0.011 0.133
H -8.415 7.796 -7.158 0.050 -0.081 0.135
H -8.865 6.802 -8.584 -0.275 -0.206 0.270
C 3.180 -3.501 -6.164 0.208 1.623 0.605
O 3.519 -2.510 -7.110 1.376 0.061 -0.949
C 3.126 -1.193 -6.778 -0.998 0.561 -1.701
C 3.531 -0.136 -7.868 0.932 -1.679 0.899
N 4.932 0.213 -7.724 0.898 0.462 0.572
C 5.395 1.142 -8.716 2.544 0.444 -0.245
C 7.010 1.056 -8.874 -0.323 -1.675 -0.223
O 7.428 -0.308 -9.170 -2.006 -0.603 -0.487
C 8.798 -0.578 -9.470 -1.096 1.857 0.899
H 3.359 -4.508 -6.542 -0.104 0.296 -0.144
H 2.154 -3.304 -5.852 -0.401 -0.602 0.012
H 3.799 -3.277 -5.296 0.104 -0.618 0.418
H 3.464 -0.750 -5.841 0.199 -0.642 0.425
H 2.041 -1.290 -6.823 -0.441 0.714 0.530
H 2.942 0.767 -7.704 -0.150 -0.066 -0.080
H 3.380 -0.543 -8.868 -0.591 -0.062 -0.213
H 5.613 -0.531 -7.768 -0.662 -0.830 0.182
H 5.300 2.171 -8.368 -0.535 0.249 -0.183
H 4.852 0.981 -9.647 0.290 0.245 -0.478
H 7.467 1.347 -7.928 -0.115 0.058 0.365
H 7.481 1.684 -9.631 -0.655 0.426 -0.284
H 9.212 -0.266 -8.511 1.520 -0.359 -0.343
H 9.081 0.069 -10.301 0.502 0.137 0.015
H 9.001 -1.608 -9.762 -0.497 0.003 0.411
C -4.334 -6.460 -2.519 -0.511 0.174 -0.204
O -2.947 -6.344 -2.223 -0.483 -0.122 -0.047
H -4.574 -6.360 -3.578 0.327 0.267 -0.245
H -4.811 -7.401 -2.244 0.380 -0.278 0.436
H -4.875 -5.669 -2.000 0.256 0.023 0.078
H -2.473 -6.974 -2.771 0.049 -0.037 0.001
C -0.494 -2.003 -0.516 -0.137 0.076 0.474
O -1.705 -2.378 0.126 -0.095 -0.010 -0.264
H -0.507 -2.262 -1.575 0.134 -0.001 -0.076
H -0.382 -0.924 -0.409 0.014 -0.078 -0.030
H 0.318 -2.505 0.009 0.411 0.112 -0.285
H -1.787 -3.318 -0.050 -0.340 -0.120 0.158